Entry from OMol25: a single C16H18F3NO3 molecule (the ωB97M-V functional and the def2-TZVPD basis).

```
41
Properties=species:S:1:pos:R:3:forces:R:3
C -0.1003 2.0381 -2.7147 -0.8 -0.5 0.6
C 0.1914 0.4153 -2.9841 -0.7 0.3 -0.9
C 1.7811 0.0539 -3.1434 0.0 1.2 -1.0
C -0.6336 -0.4954 -1.9040 0.7 -0.8 -0.9
C 0.2434 -1.0764 -0.6502 -1.0 0.2 1.6
C -0.9642 -1.7358 0.3011 -3.0 -2.2 2.3
C -1.6550 -3.1863 -0.1537 -1.5 2.5 3.8
C -2.8847 -3.7579 0.8088 2.6 4.1 0.1
C -3.2939 -2.8299 2.0953 1.8 0.1 -1.8
N -2.6728 -1.5372 2.5417 1.8 -3.2 -5.3
C -1.5690 -1.0375 1.6538 -0.4 -2.2 -1.4
O 1.1986 -2.1887 -0.8682 3.1 1.4 0.6
C 2.5908 -1.8341 -0.4342 4.2 -1.7 0.5
O 3.6668 -2.6217 -0.3380 -8.0 5.2 -1.0
O 2.6795 -0.3776 -0.0832 -3.0 -3.7 -1.4
C 1.2345 -0.0929 0.2070 -1.2 -0.1 3.6
C 0.8080 1.4609 0.5089 1.3 0.2 -0.5
C 1.3142 2.0056 2.0069 -1.2 0.5 -1.5
C 0.0799 2.8479 2.6845 -0.6 -1.3 3.3
F -0.9679 3.5803 1.8845 4.1 -1.1 2.2
C 0.0073 2.8988 4.1859 -0.1 1.0 -2.2
F -0.3364 1.7191 5.0324 2.3 4.4 -2.5
F 0.2722 4.2434 4.8210 -2.2 -4.6 -1.2
H 0.8496 2.6201 -2.3574 -1.8 -1.0 -1.1
H -0.8942 2.1374 -1.8286 1.7 -0.2 -1.9
H -0.6332 2.5083 -3.6579 1.5 -0.8 1.9
H -0.3049 0.2019 -4.0488 1.0 0.3 2.4
H 2.4066 0.7460 -2.4222 -1.1 -1.8 -1.3
H 2.0469 -1.0834 -3.0754 -0.6 2.3 0.1
H 2.0898 0.3931 -4.2457 -0.6 -0.7 2.4
H -1.0678 -1.4470 -2.4795 0.9 2.0 1.4
H -1.5684 0.0782 -1.4639 2.1 -1.2 -0.8
H -1.2823 -3.7312 -1.1198 -0.8 1.1 2.2
H -3.4293 -4.7611 0.5142 1.2 2.4 0.9
H -4.2002 -3.2368 2.7585 2.3 1.2 -1.5
H -1.0727 0.0036 1.9645 -1.4 -2.6 -0.5
H 1.1572 -0.5721 1.2978 -0.2 0.9 -2.2
H 1.3368 2.1939 -0.2669 -1.5 -1.7 1.5
H -0.3602 1.5319 0.4613 2.4 -0.1 -0.1
H 1.7388 1.1379 2.6828 -1.2 1.9 -1.0
H 2.1976 2.7874 1.8290 -2.0 -1.7 0.6
```
Positions in Å, forces in eV/Å.

Its SMILES is CC(C)C[C@@]1(c2cccnc2)OC(=O)O[C@H]1CCC(F)=C(F)F. As for the molecular weight: 329.32 g mol⁻¹. Its energy above the lowest of the compared OMol25 structures with the same formula, charge and spin is 427.21 kcal per mole. The value obtained for the HOMO-LUMO gap is 0.27710 Ha. For the max |F|, the calculation gives 0.1871 hartree/bohr. The net charge is 0. For the highest occupied orbital energy, the calculation gives -9.159 eV.